Entry 1:
ORCA calculation (the ωB97M-V functional and the def2-TZVPD basis) on 9 unconnected molecules or ions with the total composition C22H66N4O10 at a distorted geometry.

Bonds (Å) are listed after each position.
Cartesian coordinates (Å):
1 C -1.002 0.430 6.256  O2 1.404, H7 1.090, H8 1.090, H9 1.090
2 O -0.611 -0.168 7.465  C1 1.404, C3 1.488
3 C 0.697 0.258 8.032  O2 1.488, C4 1.540, H10 1.090, H11 1.090
4 C 1.178 -0.609 9.210  C3 1.540, C5 1.610, N6 1.484, H12 1.090
5 C 0.082 -0.718 10.384  C4 1.610, H13 1.090, H14 1.090, H15 1.090
6 N 2.497 -0.244 9.785  C4 1.484, H16 1.010, H17 1.010
7 H -0.831 -0.339 5.503  C1 1.090
8 H -0.430 1.311 5.967  C1 1.090
9 H -2.054 0.705 6.182  C1 1.090
10 H 1.464 0.236 7.258  C3 1.090
11 H 0.539 1.290 8.346  C3 1.090
12 H 1.419 -1.602 8.832  C4 1.090
13 H -0.821 -1.255 10.093  C5 1.090
14 H -0.176 0.246 10.821  C5 1.090
15 H 0.551 -1.327 11.157  C5 1.090
16 H 2.404 -0.063 10.774  N6 1.010
17 H 2.613 0.683 9.401  N6 1.010
18 C -7.316 -4.945 -4.561  O19 1.438, H24 1.090, H25 1.090, H26 1.090
19 O -8.219 -6.026 -4.269  C18 1.438, C20 1.443
20 C -7.709 -7.374 -4.197  O19 1.443, C21 1.551, H27 1.090, H28 1.090
21 C -6.901 -7.789 -5.453  C20 1.551, C22 1.540, N23 1.481, H29 1.090
22 C -7.599 -7.496 -6.794  C21 1.540, H30 1.090, H31 1.090, H32 1.090
23 N -6.417 -9.188 -5.408  C21 1.481, H33 1.010, H34 1.010
24 H -7.699 -4.045 -4.081  C18 1.090
25 H -7.217 -4.780 -5.634  C18 1.090
26 H -6.329 -5.164 -4.154  C18 1.090
27 H -7.011 -7.414 -3.361  C20 1.090
28 H -8.606 -7.896 -3.863  C20 1.090
29 H -5.996 -7.200 -5.597  C21 1.090
30 H -8.566 -7.989 -6.692  C22 1.090
31 H -7.066 -8.076 -7.547  C22 1.090
32 H -7.590 -6.518 -7.275  C22 1.090
33 H -7.265 -9.736 -5.429  N23 1.010
34 H -5.952 -9.322 -4.521  N23 1.010
35 C 9.577 1.346 2.180  O36 1.450, H41 1.090, H42 1.090, H43 1.090
36 O 8.959 2.001 1.043  C35 1.450, C37 1.412
37 C 7.550 2.018 1.131  O36 1.412, C38 1.505, H44 1.090, H45 1.090
38 C 6.886 2.835 0.055  C37 1.505, C39 1.473, N40 1.427, H46 1.090
39 C 5.419 2.707 0.041  C38 1.473, H47 1.090, H48 1.090, H49 1.090
40 N 7.427 2.415 -1.198  C38 1.427, H50 1.010, H51 1.010
41 H 9.463 0.278 1.993  C35 1.090
42 H 9.279 1.702 3.166  C35 1.090
43 H 10.628 1.625 2.259  C35 1.090
44 H 7.240 0.974 1.084  C37 1.090
45 H 7.291 2.478 2.084  C37 1.090
46 H 7.153 3.882 0.196  C38 1.090
47 H 4.942 1.737 -0.097  C39 1.090
48 H 4.876 3.440 -0.555  C39 1.090
49 H 5.156 2.876 1.085  C39 1.090
50 H 7.470 3.289 -1.703  N40 1.010
51 H 8.400 2.265 -0.972  N40 1.010
52 C -1.187 6.461 5.133  O53 1.436, H58 1.090, H59 1.090, H60 1.090
53 O -0.614 7.212 4.052  C52 1.436, C54 1.436
54 C 0.035 6.405 3.057  O53 1.436, C55 1.585, H61 1.090, H62 1.090
55 C 0.846 7.315 2.043  C54 1.585, C56 1.596, N57 1.409, H63 1.090
56 C 2.218 7.798 2.699  C55 1.596, H64 1.090, H65 1.090, H66 1.090
57 N 0.139 8.520 1.859  C55 1.409, H67 1.010, H68 1.010
58 H -0.525 5.660 5.462  C52 1.090
59 H -2.071 5.885 4.858  C52 1.090
60 H -1.439 7.176 5.916  C52 1.090
61 H 0.600 5.602 3.531  C54 1.090
62 H -0.737 5.916 2.462  C54 1.090
63 H 0.948 6.693 1.154  C55 1.090
64 H 2.922 6.966 2.669  C56 1.090
65 H 2.164 8.400 3.606  C56 1.090
66 H 2.624 8.546 2.018  C56 1.090
67 H 0.086 8.919 2.786  N57 1.010
68 H -0.787 8.349 1.494  N57 1.010
69 O -0.350 0.581 -3.078  C70 1.461, H73 0.960
70 C -1.159 -0.561 -2.659  O69 1.461, C71 1.481, H74 1.090, H75 1.090
71 C -2.442 0.018 -2.199  C70 1.481, O72 1.418, H76 1.090, H77 1.090
72 O -2.181 0.803 -1.047  C71 1.418, H78 0.960
73 H 0.490 0.228 -3.380  O69 0.960
74 H -1.427 -1.253 -3.456  C70 1.090
75 H -0.561 -1.193 -2.002  C70 1.090
76 H -2.990 -0.834 -1.795  C71 1.090
77 H -3.052 0.435 -3.000  C71 1.090
78 H -1.488 1.306 -1.480  O72 0.960
79 C 4.338 -5.441 -4.292  O80 1.432, H81 1.090, H82 1.090, H83 1.090
80 O 3.291 -4.597 -3.800  C79 1.432, H84 0.960
81 H 5.297 -5.064 -3.934  C79 1.090
82 H 4.345 -6.495 -4.013  C79 1.090
83 H 4.262 -5.390 -5.378  C79 1.090
84 H 3.537 -3.691 -4.000  O80 0.960
85 C -7.041 1.366 2.433  O86 1.393, H87 1.090, H88 1.090, H89 1.090
86 O -7.028 1.045 1.077  C85 1.393, H90 0.960
87 H -8.117 1.443 2.590  C85 1.090
88 H -6.475 0.733 3.117  C85 1.090
89 H -6.650 2.382 2.383  C85 1.090
90 H -6.152 1.276 0.759  O86 0.960
91 C -1.700 -3.071 -8.858  O92 1.463, H93 1.090, H94 1.090, H95 1.090
92 O -2.862 -3.101 -7.970  C91 1.463, H96 0.960
93 H -0.842 -3.622 -8.473  C91 1.090
94 H -2.180 -3.539 -9.718  C91 1.090
95 H -1.241 -2.102 -9.055  C91 1.090
96 H -3.579 -3.266 -8.586  O92 0.960
97 C 4.390 0.736 -5.886  O98 1.444, H99 1.090, H100 1.090, H101 1.090
98 O 4.431 0.074 -4.603  C97 1.444, H102 0.960
99 H 4.164 -0.061 -6.595  C97 1.090
100 H 3.596 1.479 -5.955  C97 1.090
101 H 5.356 1.121 -6.213  C97 1.090
102 H 5.018 0.688 -4.156  O98 0.960

## Properties
HOMO-LUMO gap = 0.340 hartree
Maximum force = 3.7 eV/A
E_tot = -1848.8853 Eh
ΔE to the lowest compared entry with this formula, charge and spin = 106.76 kcal per mole
SMILES string = COC[C@H](C)N.COC[C@H](C)N.COC[C@H](C)N.COC[C@H](C)N.OCCO.CO.CO.CO.CO


Entry 2:
ORCA calculation (the ωB97M-V functional and the def2-TZVPD basis) on 9 unconnected molecules or ions with the total composition C22H66N4O10 at a distorted geometry.

Bonds (Å) are listed after each position.
Cartesian coordinates (Å):
1 C -14.004 8.121 -26.615  O2 1.434, H7 1.090, H8 1.090, H9 1.090
2 O -14.394 9.219 -27.451  C1 1.434, C3 1.456
3 C -14.436 10.467 -26.701  O2 1.456, C4 1.531, H10 1.090, H11 1.090
4 C -13.012 10.846 -26.288  C3 1.531, C5 1.509, N6 1.450, H12 1.090
5 C -13.020 12.128 -25.493  C4 1.509, H13 1.090, H14 1.090, H15 1.090
6 N -12.234 10.939 -27.508  C4 1.450, H16 1.010, H17 1.010
7 H -14.631 8.119 -25.724  C1 1.090
8 H -12.999 8.151 -26.196  C1 1.090
9 H -14.088 7.156 -27.114  C1 1.090
10 H -14.923 11.184 -27.362  C3 1.090
11 H -14.961 10.422 -25.746  C3 1.090
12 H -12.605 10.068 -25.641  C4 1.090
13 H -13.234 13.011 -26.095  C5 1.090
14 H -12.065 12.371 -25.027  C5 1.090
15 H -13.703 12.118 -24.643  C5 1.090
16 H -11.304 11.250 -27.266  N6 1.010
17 H -12.265 9.976 -27.813  N6 1.010
18 C -14.709 12.403 -19.003  O19 1.460, H24 1.090, H25 1.090, H26 1.090
19 O -14.808 13.850 -18.837  C18 1.460, C20 1.455
20 C -15.606 14.269 -17.696  O19 1.455, C21 1.468, H27 1.090, H28 1.090
21 C -15.501 15.727 -17.553  C20 1.468, C22 1.542, N23 1.458, H29 1.090
22 C -14.208 16.308 -16.946  C21 1.542, H30 1.090, H31 1.090, H32 1.090
23 N -16.587 16.218 -16.712  C21 1.458, H33 1.010, H34 1.010
24 H -13.937 12.132 -19.723  C18 1.090
25 H -15.606 11.917 -19.387  C18 1.090
26 H -14.465 11.904 -18.066  C18 1.090
27 H -16.670 14.103 -17.865  C20 1.090
28 H -15.396 13.813 -16.729  C20 1.090
29 H -15.640 16.099 -18.568  C21 1.090
30 H -14.143 15.887 -15.943  C22 1.090
31 H -14.303 17.386 -16.814  C22 1.090
32 H -13.366 16.109 -17.609  C22 1.090
33 H -16.601 17.228 -16.725  N23 1.010
34 H -17.496 16.021 -17.108  N23 1.010
35 C -18.330 14.352 -28.520  O36 1.396, H41 1.090, H42 1.090, H43 1.090
36 O -18.051 13.598 -29.661  C35 1.396, C37 1.408
37 C -18.950 12.523 -29.797  O36 1.408, C38 1.560, H44 1.090, H45 1.090
38 C -18.523 11.657 -31.023  C37 1.560, C39 1.503, N40 1.433, H46 1.090
39 C -18.611 12.411 -32.321  C38 1.503, H47 1.090, H48 1.090, H49 1.090
40 N -19.082 10.357 -31.247  C38 1.433, H50 1.010, H51 1.010
41 H -17.572 15.132 -28.446  C35 1.090
42 H -18.344 13.914 -27.521  C35 1.090
43 H -19.282 14.810 -28.787  C35 1.090
44 H -19.189 11.903 -28.932  C37 1.090
45 H -19.951 12.908 -29.991  C37 1.090
46 H -17.469 11.530 -30.779  C38 1.090
47 H -18.074 11.917 -33.131  C39 1.090
48 H -18.093 13.360 -32.186  C39 1.090
49 H -19.655 12.627 -32.545  C39 1.090
50 H -20.008 10.593 -31.574  N40 1.010
51 H -18.634 10.238 -32.144  N40 1.010
52 C -29.505 8.908 -24.594  O53 1.408, H58 1.090, H59 1.090, H60 1.090
53 O -29.292 8.650 -23.226  C52 1.408, C54 1.395
54 C -28.093 9.124 -22.695  O53 1.395, C55 1.620, H61 1.090, H62 1.090
55 C -26.619 8.694 -23.211  C54 1.620, C56 1.517, N57 1.446, H63 1.090
56 C -26.388 7.199 -23.328  C55 1.517, H64 1.090, H65 1.090, H66 1.090
57 N -25.747 9.317 -22.241  C55 1.446, H67 1.010, H68 1.010
58 H -29.455 9.977 -24.799  C52 1.090
59 H -30.384 8.459 -25.057  C52 1.090
60 H -28.725 8.442 -25.196  C52 1.090
61 H -28.156 10.181 -22.951  C54 1.090
62 H -28.178 9.143 -21.608  C54 1.090
63 H -26.383 9.082 -24.202  C55 1.090
64 H -25.359 6.863 -23.199  C56 1.090
65 H -26.656 6.881 -24.335  C56 1.090
66 H -26.980 6.565 -22.667  C56 1.090
67 H -24.862 8.832 -22.272  N57 1.010
68 H -25.660 10.187 -22.748  N57 1.010
69 O -20.495 4.531 -26.341  C70 1.373, H73 0.960
70 C -21.230 5.089 -27.358  O69 1.373, C71 1.522, H74 1.090, H75 1.090
71 C -20.355 5.137 -28.602  C70 1.522, O72 1.410, H76 1.090, H77 1.090
72 O -19.243 5.979 -28.400  C71 1.410, H78 0.960
73 H -19.791 5.182 -26.389  O69 0.960
74 H -22.141 4.556 -27.629  C70 1.090
75 H -21.554 6.085 -27.057  C70 1.090
76 H -20.971 5.509 -29.420  C71 1.090
77 H -19.968 4.161 -28.899  C71 1.090
78 H -19.002 6.491 -29.175  O72 0.960
79 C -17.473 2.613 -22.272  O80 1.463, H81 1.090, H82 1.090, H83 1.090
80 O -18.236 3.584 -21.486  C79 1.463, H84 0.960
81 H -17.218 2.832 -23.309  C79 1.090
82 H -16.550 2.347 -21.756  C79 1.090
83 H -18.108 1.729 -22.328  C79 1.090
84 H -18.563 3.148 -20.696  O80 0.960
85 C -21.953 6.798 -17.457  O86 1.401, H87 1.090, H88 1.090, H89 1.090
86 O -20.801 7.414 -17.966  C85 1.401, H90 0.960
87 H -21.742 5.751 -17.236  C85 1.090
88 H -22.139 7.194 -16.459  C85 1.090
89 H -22.855 7.085 -17.996  C85 1.090
90 H -20.112 7.190 -17.336  O86 0.960
91 C -22.846 13.784 -23.170  O92 1.400, H93 1.090, H94 1.090, H95 1.090
92 O -24.224 13.565 -23.279  C91 1.400, H96 0.960
93 H -22.716 14.721 -22.629  C91 1.090
94 H -22.523 13.077 -22.406  C91 1.090
95 H -22.177 13.737 -24.029  C91 1.090
96 H -24.561 14.310 -23.781  O92 0.960
97 C -19.948 9.003 -23.695  O98 1.397, H99 1.090, H100 1.090, H101 1.090
98 O -20.770 8.225 -22.876  C97 1.397, H102 0.960
99 H -19.476 8.448 -24.506  C97 1.090
100 H -20.643 9.628 -24.256  C97 1.090
101 H -19.289 9.679 -23.150  C97 1.090
102 H -20.414 7.921 -22.038  O98 0.960

## Properties
HOMO-LUMO gap = 0.340 hartree
Maximum force = 2.8 eV/A
E_tot = -1848.9023 Eh
ΔE to the lowest compared entry with this formula, charge and spin = 96.10 kcal per mole
SMILES string = COC[C@H](C)N.COC[C@H](C)N.COC[C@H](C)N.COC[C@H](C)N.OCCO.CO.CO.CO.CO


- Which of these has the highest E_tot?
  number 1


- Among the records above, which one has the highest ΔE to the lowest compared entry with this formula, charge and spin?
  number 1


- Which of these has the highest maximum force?
  number 1